Record 1
Entry from the OMol25 dataset: a cluster of 7 separate species, C13H40N2O13 in total in a non-equilibrium geometry (ωB97M-V/def2-TZVPD).

The geometry in XYZ format:
```
68
Properties=species:S:1:pos:R:3:mulliken_charge:R:1
N -5.714 -18.634 -1.846 -0.238
C -6.349 -18.137 -2.861 0.432
N -6.944 -19.019 -3.523 -0.215
O -6.505 -16.946 -3.095 -0.664
H -5.820 -19.614 -1.629 0.157
H -5.449 -17.987 -1.117 0.148
H -6.862 -19.971 -3.195 0.167
H -7.367 -18.750 -4.400 0.213
O -9.294 -14.648 -1.541 -0.355
C -9.302 -14.249 -0.220 -0.386
C -7.930 -14.407 0.386 -0.484
O -7.368 -15.628 -0.069 -0.345
H -10.180 -14.932 -1.778 0.207
H -9.781 -13.274 -0.128 0.358
H -9.830 -14.994 0.376 0.323
H -7.910 -14.646 1.449 0.360
H -7.361 -13.498 0.188 0.198
H -7.347 -15.553 -1.026 0.112
O -6.882 -21.295 -1.667 -0.599
C -7.871 -22.189 -2.056 -0.649
C -7.209 -23.451 -2.330 -0.325
O -6.851 -23.992 -1.029 -0.529
H -6.499 -21.660 -0.865 0.302
H -8.611 -22.281 -1.261 0.335
H -8.457 -21.791 -2.885 0.377
H -6.334 -23.223 -2.939 0.278
H -7.887 -24.134 -2.843 0.377
H -6.385 -24.802 -1.246 0.302
O -6.004 -14.875 -4.516 -0.594
C -6.431 -13.776 -3.821 -0.092
C -5.685 -13.509 -2.550 0.152
O -4.409 -12.948 -2.744 -0.595
H -6.303 -15.659 -4.048 0.641
H -6.390 -12.876 -4.434 0.469
H -7.507 -13.898 -3.696 -0.212
H -5.506 -14.503 -2.140 -0.071
H -6.158 -12.870 -1.805 0.113
H -4.338 -12.418 -3.541 0.325
O -8.323 -15.147 -6.101 -0.590
C -9.336 -15.224 -5.063 -0.073
C -10.083 -13.853 -4.914 -0.139
O -10.827 -13.549 -6.034 -0.586
H -7.606 -14.570 -5.830 0.379
H -9.981 -16.023 -5.428 0.371
H -8.944 -15.650 -4.140 -0.055
H -9.481 -12.950 -4.808 0.241
H -10.690 -13.874 -4.009 0.191
H -10.272 -13.614 -6.815 0.350
O -1.288 -15.683 -5.353 -0.545
C -2.492 -15.523 -4.671 -0.488
C -2.681 -16.624 -3.640 0.192
O -1.780 -16.257 -2.591 -0.533
H -1.004 -14.779 -5.505 0.378
H -2.408 -14.516 -4.261 0.360
H -3.335 -15.605 -5.357 0.230
H -2.503 -17.610 -4.068 0.234
H -3.719 -16.642 -3.307 -0.202
H -0.973 -15.994 -3.039 0.334
O -4.910 -16.245 4.273 -0.492
C -5.495 -17.338 3.597 -0.527
C -5.249 -17.310 2.103 -0.191
O -3.849 -17.631 1.849 -0.560
H -3.999 -16.283 3.971 0.310
H -5.250 -18.255 4.132 0.317
H -6.568 -17.151 3.552 0.300
H -5.611 -16.409 1.607 0.263
H -5.843 -18.136 1.713 0.181
H -3.466 -16.806 1.541 0.356
```

ΔE to the lowest compared entry with this formula, charge and spin: 211.2 kJ/mol
SMILES: NC(N)=O.OCCO.OCCO.OCCO.OCCO.OCCO.OCCO
total charge: 0
DFT total energy: -1606.81035 Ha
HOMO: -9.420 eV

=====

Record 2
Entry from the OMol25 dataset: a cluster of 7 separate species, C13H40N2O7 in total in a non-equilibrium geometry (ωB97M-V/def2-TZVPD).

The geometry in XYZ format:
```
62
Properties=species:S:1:pos:R:3:mulliken_charge:R:1
N 1.662 -0.384 2.017 0.159
C 2.918 -0.456 2.398 0.616
N 3.270 0.612 2.992 -0.319
O 3.802 -1.440 2.097 -0.793
H 1.225 -1.178 1.517 -0.205
H 1.093 0.379 2.337 0.150
H 4.269 0.600 3.214 0.272
H 2.752 1.496 3.044 0.209
C 1.590 1.643 -0.299 -0.099
C 2.227 2.568 -1.335 0.515
C 1.258 3.509 -2.016 -1.124
O 3.184 3.227 -0.864 -0.554
H 1.120 0.813 -0.810 -0.146
H 0.803 2.100 0.298 -0.104
H 2.310 1.229 0.411 0.022
H 2.589 1.950 -2.112 0.235
H 0.923 4.340 -1.369 0.353
H 0.349 2.960 -2.347 0.002
H 1.770 3.951 -2.869 0.417
H 3.764 2.651 -0.374 0.385
C 1.145 -3.736 1.111 -1.510
C -0.162 -3.097 0.958 0.559
C -0.968 -2.902 2.294 -1.293
O -0.126 -1.967 0.402 0.170
H 1.067 -4.732 1.538 0.436
H 1.864 -3.087 1.636 0.321
H 1.608 -3.935 0.140 0.315
H -0.672 -3.777 0.317 0.449
H -0.484 -2.204 2.939 0.126
H -1.004 -3.822 2.891 0.497
H -2.014 -2.622 2.072 0.264
H -0.065 -2.120 -0.564 -0.227
C -3.104 -0.220 -0.480 -1.485
C -1.792 0.536 -0.294 2.168
C -1.923 2.037 -0.476 -1.636
O -1.359 0.393 0.913 -0.317
H -3.899 0.243 0.130 0.383
H -3.005 -1.323 -0.188 0.189
H -3.465 -0.184 -1.511 0.318
H -1.030 0.157 -0.929 -0.599
H -2.015 2.260 -1.539 0.256
H -1.152 2.574 0.039 0.432
H -2.878 2.353 -0.079 0.453
H -0.853 -0.426 0.954 -0.055
C -1.402 0.850 -4.149 0.036
O -0.164 1.270 -4.646 -0.542
H -1.171 0.778 -3.103 -0.380
H -1.646 -0.122 -4.563 0.280
H -2.200 1.559 -4.351 0.366
H -0.220 2.183 -4.931 0.296
C -1.267 -2.570 -2.559 -0.527
O -0.035 -2.062 -2.211 -0.631
H -1.788 -3.048 -1.732 0.254
H -1.192 -3.288 -3.355 0.412
H -1.843 -1.732 -2.902 0.032
H 0.373 -1.646 -3.014 0.340
C -0.678 1.041 4.238 -0.713
O -0.006 1.519 3.057 -0.545
H -1.549 1.661 4.439 0.359
H -0.031 1.225 5.081 0.297
H -1.041 -0.032 4.057 0.166
H -0.728 1.447 2.434 0.296
```

ΔE to the lowest compared entry with this formula, charge and spin: 406.0 kJ/mol
SMILES: NC(N)=O.CC(C)O.CC(C)O.CC(C)O.CO.CO.CO
total charge: 0
DFT total energy: -1155.36073 Ha
HOMO: -8.748 eV

=====

Record 3
Entry from the OMol25 dataset: a cluster of 7 separate species, C13H40O13 in total in a non-equilibrium geometry (ωB97M-V/def2-TZVPD).

The geometry in XYZ format:
```
66
Properties=species:S:1:pos:R:3:mulliken_charge:R:1
O -2.201 6.131 -0.652 -0.508
C -1.719 6.395 -1.944 -0.281
C -2.485 7.630 -2.562 -0.441
O -3.756 7.238 -3.030 -0.526
H -2.037 5.195 -0.520 0.314
H -0.669 6.686 -1.893 0.243
H -1.881 5.483 -2.518 0.277
H -1.963 8.162 -3.358 0.324
H -2.674 8.424 -1.840 0.300
H -4.338 7.986 -3.181 0.297
O -1.771 0.192 -4.111 -0.545
C -2.888 -0.622 -4.203 -0.257
C -4.145 -0.044 -3.629 -0.323
O -5.227 -0.934 -3.607 -0.522
H -0.998 -0.234 -4.489 0.322
H -3.053 -0.857 -5.255 0.254
H -2.579 -1.527 -3.680 0.255
H -4.421 0.862 -4.169 0.247
H -3.990 0.321 -2.613 0.257
H -5.928 -0.602 -3.041 0.313
O -2.624 2.632 7.242 -0.532
C -3.386 1.569 6.738 -0.401
C -4.785 1.960 6.208 -0.325
O -5.497 2.769 7.119 -0.534
H -3.005 2.974 8.053 0.312
H -2.944 0.952 5.956 0.339
H -3.538 0.925 7.605 0.268
H -5.326 1.023 6.072 0.306
H -4.615 2.503 5.278 0.262
H -5.172 3.672 7.155 0.306
O 4.237 3.599 0.809 -0.514
C 5.553 3.035 0.688 -0.309
C 6.166 3.091 -0.706 -0.371
O 5.517 2.117 -1.538 -0.508
H 3.586 3.030 0.391 0.286
H 6.227 3.609 1.324 0.299
H 5.517 2.008 1.052 0.277
H 7.210 2.805 -0.579 0.275
H 5.944 4.056 -1.162 0.274
H 5.844 1.260 -1.257 0.291
O -0.847 -9.499 0.844 -0.506
C -1.558 -8.764 -0.163 -0.375
C -0.946 -7.403 -0.570 -0.363
O -0.789 -6.537 0.595 -0.526
H -0.898 -8.963 1.639 0.304
H -1.615 -9.366 -1.070 0.327
H -2.591 -8.598 0.143 0.258
H -1.526 -6.978 -1.390 0.337
H 0.015 -7.614 -1.039 0.240
H -0.068 -6.826 1.160 0.303
O 5.681 -3.229 -2.779 -0.512
C 4.859 -3.606 -1.734 -0.343
C 5.644 -3.516 -0.392 -0.442
O 6.440 -2.339 -0.339 -0.473
H 6.507 -3.716 -2.833 0.306
H 4.036 -2.894 -1.672 0.249
H 4.539 -4.626 -1.944 0.260
H 6.320 -4.364 -0.278 0.318
H 5.022 -3.396 0.495 0.335
H 6.987 -2.567 0.416 0.303
C -0.150 -0.293 1.073 -0.555
O -0.149 0.805 0.215 -0.458
H 0.204 0.049 2.046 0.235
H -1.192 -0.536 1.283 0.261
H 0.340 -1.225 0.790 0.234
H -0.449 0.525 -0.652 0.283
```

ΔE to the lowest compared entry with this formula, charge and spin: 230.0 kJ/mol
SMILES: OCCO.OCCO.OCCO.OCCO.OCCO.OCCO.CO
total charge: 0
DFT total energy: -1497.21289 Ha
HOMO: -9.762 eV

=====

Record 4
Entry from the OMol25 dataset: a cluster of 7 separate species, C13H40O7 in total in a non-equilibrium geometry (ωB97M-V/def2-TZVPD).

The geometry in XYZ format:
```
60
Properties=species:S:1:pos:R:3:mulliken_charge:R:1
C -0.145 -1.628 -4.419 -1.191
C -0.659 -0.181 -4.298 0.640
C -2.115 -0.341 -3.997 -1.430
O 0.102 0.474 -3.286 -0.523
H -0.428 -2.289 -3.600 -0.019
H 0.936 -1.719 -4.531 0.448
H -0.593 -2.005 -5.338 0.481
H -0.597 0.442 -5.190 0.313
H -2.726 -0.925 -4.685 0.445
H -2.564 0.650 -3.932 0.300
H -2.303 -0.792 -3.023 0.219
H 1.027 0.266 -3.441 0.337
C -1.894 -3.361 -0.372 -1.292
C -0.439 -3.480 -1.005 0.756
C 0.387 -2.245 -0.715 -1.001
O 0.364 -4.494 -0.433 -0.587
H -2.458 -4.293 -0.374 0.438
H -2.663 -2.859 -0.960 0.275
H -1.933 -2.922 0.625 0.256
H -0.574 -3.484 -2.087 -0.019
H 0.786 -2.121 0.292 0.648
H -0.169 -1.377 -1.067 -0.091
H 1.319 -2.422 -1.252 0.403
H 0.684 -4.184 0.418 0.353
C 1.961 2.839 4.831 -1.238
C 2.165 1.374 5.156 0.636
C 2.421 1.225 6.653 -1.533
O 1.115 0.594 4.794 -0.530
H 1.249 3.288 5.523 0.334
H 1.446 2.944 3.876 0.288
H 2.933 3.333 4.827 0.347
H 2.957 0.856 4.616 0.220
H 3.453 1.544 6.796 0.414
H 2.344 0.176 6.941 0.404
H 1.840 1.819 7.357 0.377
H 0.457 0.547 5.492 0.296
C -2.631 2.245 -1.678 -1.001
O -1.262 1.937 -1.313 -0.603
H -3.254 1.355 -1.585 0.302
H -3.165 2.981 -1.077 0.371
H -2.733 2.496 -2.734 0.461
H -1.003 1.360 -2.035 0.191
C -3.849 0.169 0.995 -0.370
O -3.225 1.425 1.331 -0.522
H -3.102 -0.607 0.828 0.020
H -4.500 -0.195 1.789 0.326
H -4.270 0.114 -0.010 0.246
H -2.419 1.537 0.823 0.304
C 1.316 1.202 1.035 -0.989
O 1.012 1.060 -0.333 -0.368
H 1.507 2.203 1.421 0.332
H 0.467 0.799 1.588 0.372
H 2.184 0.615 1.334 0.364
H 0.155 1.422 -0.571 0.469
C 3.860 0.496 -1.628 -0.673
O 2.694 -0.070 -2.224 -0.509
H 4.014 1.547 -1.872 0.275
H 3.845 0.431 -0.540 0.189
H 4.747 -0.021 -1.994 0.276
H 1.927 0.251 -1.745 0.366
```

ΔE to the lowest compared entry with this formula, charge and spin: 280.1 kJ/mol
SMILES: CC(C)O.CC(C)O.CC(C)O.CO.CO.CO.CO
total charge: 0
DFT total energy: -1045.84570 Ha
HOMO: -9.959 eV